{
  "formula": "C44H51NP2ReSi",
  "method": "the ωB97M-V functional and the def2-TZVPD basis",
  "elements": ["Re", "C", "C", "C", "C", "C", "C", "C", "C", "C", "H", "H", "H", "H", "H", "H", "H", "H", "H", "H", "H", "H", "H", "H", "H", "P", "P", "C", "C", "C", "C", "C", "C", "C", "C", "C", "C", "C", "C", "C", "C", "C", "C", "C", "C", "C", "C", "C", "C", "C", "C", "C", "C", "H", "H", "H", "H", "H", "H", "H", "H", "H", "H", "H", "H", "H", "H", "H", "H", "H", "H", "H", "H", "H", "H", "C", "Si", "C", "C", "N", "C", "C", "C", "C", "C", "C", "H", "H", "H", "H", "H", "H", "H", "H", "H", "H", "H", "H", "H", "H"],
  "positions_angstrom": [[-0.53832, 0.18201, 0.07132], [-0.00598, 0.89036, 1.99166], [0.84972, -0.18255, 1.53314], [0.78278, -1.52616, 2.26206], [-0.10955, -2.50906, 1.48543], [-1.02061, -1.79250, 0.51342], [-2.02575, -0.82687, 0.97052], [-2.14000, -0.45416, 2.44683], [-1.18286, 0.67170, 2.90932], [-0.18568, -0.51239, -1.84509], [0.46240, 1.87238, 2.05299], [1.83719, 0.08404, 1.13894], [0.34562, -1.37634, 3.26197], [1.79784, -1.94324, 2.38294], [0.52387, -3.21129, 0.92292], [-0.69659, -3.11489, 2.19545], [-1.25794, -2.37562, -0.38284], [-2.97641, -0.77515, 0.42937], [-2.01334, -1.35509, 3.06603], [-3.17384, -0.11242, 2.60272], [-1.76453, 1.60705, 2.97161], [-0.84439, 0.45767, 3.93488], [0.02622, 0.28583, -2.56513], [-0.96441, -1.18204, -2.24167], [0.73577, -1.09936, -1.66265], [5.67814, -7.78478, -1.31482], [2.85468, -9.13624, -2.68156], [4.61958, -9.00262, -0.48763], [3.44437, -9.45905, -0.99824], [7.35292, -8.31742, -0.77797], [7.58675, -9.05441, 0.39256], [8.88907, -9.41438, 0.74743], [9.96551, -9.03978, -0.06132], [9.74115, -8.31215, -1.23898], [8.43982, -7.96566, -1.61115], [5.40412, -6.29444, -0.25690], [4.15124, -5.65546, -0.36961], [3.85525, -4.55171, 0.43397], [4.79419, -4.08356, 1.36405], [6.05052, -4.69473, 1.44848], [6.37250, -5.76701, 0.60995], [2.59634, -10.89874, -3.21476], [3.76182, -11.65659, -3.45289], [3.66679, -13.00981, -3.78090], [2.41024, -13.62297, -3.87904], [1.24976, -12.86801, -3.67370], [1.33980, -11.50135, -3.38082], [1.12465, -8.62483, -2.35786], [0.47622, -7.88680, -3.37137], [-0.85779, -7.50847, -3.20561], [-1.54415, -7.84339, -2.02975], [-0.89343, -8.55599, -1.01807], [0.44684, -8.92260, -1.16778], [4.95077, -9.35962, 0.49405], [2.82144, -10.13893, -0.39975], [6.76599, -9.35242, 1.04100], [9.05098, -9.98691, 1.66075], [10.98016, -9.31683, 0.22134], [10.58189, -8.01560, -1.87259], [8.25393, -7.42148, -2.54081], [3.42195, -6.03070, -1.09403], [2.89266, -4.04486, 0.33078], [4.55254, -3.23369, 2.00443], [6.79040, -4.33194, 2.16146], [7.37616, -6.19640, 0.63956], [4.73869, -11.17375, -3.37036], [4.57383, -13.58861, -3.96560], [2.33690, -14.68113, -4.13053], [0.26726, -13.33738, -3.74795], [0.42596, -10.91285, -3.26706], [1.02344, -7.62014, -4.27891], [-1.36174, -6.94748, -3.99669], [-2.58286, -7.53922, -1.90060], [-1.42038, -8.82810, -0.10340], [0.95083, -9.44300, -0.35557], [-3.31043, 0.84739, -2.12082], [-2.67291, 2.40787, -1.32517], [-2.10098, 3.66551, -2.56591], [-3.97560, 2.95389, -0.10660], [-1.17957, 2.04877, -0.40355], [-0.40975, 3.13090, 0.07840], [0.96912, 3.18344, -0.22167], [1.70252, 4.29528, 0.19015], [1.11255, 5.32164, 0.93121], [-0.24298, 5.23487, 1.28038], [-1.00050, 4.13922, 0.87560], [-4.27391, 1.08154, -2.60292], [-3.48716, 0.04946, -1.38328], [-2.64243, 0.47806, -2.90595], [-2.92329, 3.97054, -3.22629], [-1.69271, 4.55707, -2.07563], [-1.29443, 3.24365, -3.17738], [-4.03078, 2.21982, 0.71496], [-3.79405, 3.94998, 0.31600], [-4.95634, 3.00335, -0.60608], [1.40256, 2.35490, -0.77704], [2.74954, 4.35768, -0.09010], [1.68378, 6.20472, 1.21252], [-0.73274, 6.01870, 1.85927], [-2.04273, 4.01393, 1.17466]],
  "atomic_forces_ev_per_a": [[-0.2, 3.5, -4.3], [1.9, 0.2, 2.6], [0.5, 0.2, 1.4], [-0.3, -0.4, 0.0], [0.4, -0.4, 0.2], [-1.5, -0.5, -0.2], [-0.7, -1.1, 0.9], [-0.7, -0.3, 0.3], [-0.5, 0.2, -0.1], [0.6, -0.3, -0.7], [-0.4, 0.0, -0.4], [-0.2, 0.3, 0.2], [0.4, 0.0, -0.3], [-0.4, 0.3, 0.0], [-0.2, 0.2, 0.1], [0.1, 0.1, -0.3], [-0.2, 0.2, 0.4], [0.3, -0.1, 0.1], [0.0, 0.2, -0.2], [0.4, -0.1, 0.1], [0.4, -0.2, -0.1], [0.1, 0.1, -0.2], [0.1, -0.2, 0.1], [0.3, 0.2, 0.2], [-0.1, 0.0, -0.2], [0.4, 0.0, 1.3], [-0.9, -1.1, 0.7], [-1.9, -0.8, -0.6], [1.9, 0.4, 1.0], [0.4, 0.0, -0.9], [0.2, 0.0, -0.1], [-0.1, 0.2, -0.2], [-0.2, 0.2, -0.2], [-0.1, 0.0, 0.1], [-0.2, -0.1, 0.5], [-0.4, 0.3, -0.5], [0.2, 0.1, 0.2], [0.1, -0.1, 0.0], [0.1, -0.3, -0.3], [-0.2, 0.0, -0.2], [0.0, 0.0, 0.1], [0.6, 0.1, -0.4], [-0.2, -0.1, 0.0], [-0.1, 0.2, 0.0], [0.0, 0.4, 0.1], [0.2, 0.2, 0.0], [-0.1, 0.0, 0.0], [0.0, 0.8, -0.4], [-0.1, -0.3, 0.4], [0.0, 0.0, 0.1], [0.3, 0.0, -0.2], [0.2, 0.1, -0.2], [-0.2, 0.1, -0.2], [-0.3, 0.3, -0.3], [0.4, 0.2, -0.3], [0.3, 0.1, -0.1], [0.0, 0.2, -0.3], [-0.2, 0.1, -0.1], [-0.3, -0.2, 0.2], [0.1, -0.1, 0.3], [0.2, 0.2, 0.3], [0.3, -0.2, 0.0], [0.1, -0.3, -0.2], [-0.2, -0.1, -0.2], [-0.4, 0.1, 0.1], [-0.2, -0.2, 0.0], [-0.3, 0.2, 0.1], [0.0, 0.3, 0.1], [0.3, 0.2, 0.0], [0.3, -0.2, 0.0], [-0.2, -0.1, 0.2], [0.2, -0.2, 0.3], [0.3, -0.1, -0.1], [0.1, 0.1, -0.2], [-0.3, 0.1, -0.2], [0.0, -0.1, -0.1], [-0.3, 0.2, 0.0], [-0.1, 0.1, -0.1], [-0.2, 0.2, 0.0], [0.1, -2.4, 0.8], [0.5, 0.4, 0.3], [-0.9, 0.4, 0.4], [0.2, -0.1, 0.1], [-0.4, -0.1, -0.2], [0.0, -0.2, -0.1], [0.3, -0.4, -0.3], [0.3, -0.1, 0.2], [0.0, 0.2, -0.3], [-0.1, 0.0, 0.1], [0.2, 0.0, 0.1], [-0.2, -0.1, -0.1], [-0.2, 0.0, 0.0], [-0.1, 0.3, -0.2], [-0.1, -0.3, -0.1], [0.2, -0.1, 0.2], [0.1, 0.3, -0.2], [-0.1, 0.0, 0.1], [-0.1, -0.3, -0.1], [0.3, -0.2, -0.1], [0.4, 0.2, -0.1]],
  "mulliken_spin": [1.118, 0.524, -0.124, 0.077, -0.011, 0.021, 0.043, 0.040, -0.021, 0.204, -0.029, 0.004, -0.013, 0.001, -0.012, 0.010, 0.007, 0.006, -0.006, -0.007, -0.003, 0.045, -0.015, -0.002, -0.002, 0.286, 0.277, 0.007, 0.011, 0.028, 0.010, 0.002, 0.007, 0.000, 0.020, 0.055, 0.020, -0.021, 0.036, -0.011, 0.025, 0.067, 0.021, -0.015, 0.040, -0.010, 0.022, 0.023, 0.022, -0.001, 0.007, 0.002, 0.007, 0.023, 0.020, 0.001, 0.001, 0.000, 0.000, -0.001, 0.010, -0.001, 0.002, 0.000, 0.002, 0.002, 0.000, 0.001, 0.001, 0.001, 0.000, 0.000, 0.000, 0.000, 0.001, 0.018, -0.006, -0.002, -0.001, 0.137, -0.003, 0.000, 0.012, -0.005, 0.007, -0.001, 0.001, -0.005, 0.001, 0.000, 0.000, -0.001, 0.001, 0.000, 0.000, -0.004, 0.000, 0.000, 0.000, -0.002],
  "charge": 2,
  "max_force_ev_per_a": 5.5,
  "multiplicity": 4,
  "energy_ev": -76512.7109,
  "lumo_energy_ev": [-5.90, -8.23],
  "gap_ha": [0.25648, 0.16141],
  "de_lowest_kcal_mol": 0.1
}